Entry 1:
The following is a quantum chemistry calculation of C36H51N5O4TeY as an isolated structure at a distorted geometry, from OMol25.

As for the gap between HOMO and LUMO (alpha / beta): 0.181 / 0.267 Eh. Its expectation value of S² is 0.787. As for the spin multiplicity: 2. Its charge is +2. The value obtained for the energy is -62126.45586 eV. For the LUMO energy (alpha / beta), the calculation gives -5.1048 / -5.1048 eV.

Structure (XYZ):
```
98
C36H51N5O4TeY (ωB97M-V/def2-TZVPD)
Y -9.03 -12.90 -14.64
N -9.26 -11.42 -12.47
C -10.62 -11.76 -11.97
C -11.35 -10.55 -11.31
C -12.88 -10.65 -11.28
C -13.52 -11.67 -10.37
N -13.07 -13.01 -10.63
C -12.34 -13.83 -9.90
N -12.07 -13.63 -8.59
N -11.78 -14.86 -10.55
C -11.33 -12.29 -13.19
O -12.08 -13.26 -13.08
O -11.04 -11.78 -14.29
H -8.64 -11.37 -11.65
H -9.35 -10.46 -12.79
H -10.51 -12.57 -11.24
H -11.04 -9.65 -11.88
H -10.97 -10.44 -10.29
H -13.29 -10.82 -12.30
H -13.33 -9.68 -11.02
H -14.60 -11.66 -10.53
H -13.30 -11.42 -9.34
H -13.05 -13.29 -11.60
H -12.69 -13.12 -8.02
H -11.52 -14.33 -8.10
H -11.75 -14.84 -11.54
H -11.53 -15.70 -10.06
C -6.01 -7.63 -20.27
C -6.09 -8.57 -19.12
C -7.34 -8.94 -18.70
C -7.54 -9.84 -17.64
C -8.92 -10.21 -17.20
C -6.39 -10.47 -17.06
C -6.46 -11.46 -16.04
O -7.53 -11.83 -15.36
C -5.07 -10.10 -17.52
C -3.83 -10.73 -16.98
C -4.98 -9.15 -18.51
H -6.50 -6.69 -20.07
H -6.53 -8.09 -21.09
H -4.97 -7.39 -20.59
H -8.23 -8.50 -19.10
H -9.59 -9.71 -17.87
H -9.20 -9.87 -16.22
H -9.18 -11.26 -17.23
H -5.54 -11.85 -15.61
H -3.94 -11.82 -16.87
H -3.54 -10.32 -15.99
H -3.05 -10.48 -17.69
H -4.04 -8.79 -18.90
C -7.41 -13.79 -11.69
C -8.10 -14.98 -12.36
O -8.69 -15.74 -11.61
N -8.01 -15.01 -13.78
Te -8.62 -16.66 -14.78
C -7.24 -16.83 -16.38
C -5.99 -16.23 -16.61
C -5.31 -15.31 -15.63
C -5.34 -16.54 -17.83
C -5.83 -17.41 -18.76
C -5.13 -17.71 -20.04
C -7.04 -18.06 -18.45
C -7.77 -17.77 -17.31
C -9.05 -18.49 -17.07
C -10.21 -15.65 -15.67
C -10.09 -14.56 -16.58
C -8.80 -14.22 -17.26
C -11.24 -13.86 -16.92
C -12.49 -14.29 -16.46
C -13.77 -13.54 -16.81
C -12.57 -15.41 -15.66
C -11.46 -16.10 -15.17
C -11.61 -17.29 -14.24
H -6.50 -14.22 -11.26
H -8.01 -13.47 -10.81
H -7.11 -12.99 -12.35
H -5.88 -15.22 -14.73
H -5.08 -14.34 -16.06
H -4.33 -15.71 -15.34
H -4.47 -15.98 -18.06
H -4.75 -16.74 -20.46
H -5.80 -18.12 -20.77
H -4.27 -18.34 -19.93
H -7.48 -18.78 -19.15
H -9.27 -19.13 -17.94
H -9.90 -17.82 -16.93
H -8.94 -19.17 -16.21
H -7.89 -14.25 -16.65
H -8.87 -13.32 -17.84
H -8.50 -14.98 -17.99
H -11.18 -13.08 -17.63
H -13.90 -12.68 -16.14
H -14.62 -14.21 -16.70
H -13.72 -13.17 -17.83
H -13.52 -15.85 -15.37
H -12.69 -17.44 -14.04
H -11.09 -17.20 -13.29
H -11.23 -18.18 -14.75
```

Formally, the Löwdin partial charges of the atoms, in units of the elementary charge, are as follows:
1. Y 1.625
2. N 0.027
3. C -0.283
4. C -0.100
5. C -0.163
6. C -0.152
7. N 0.092
8. C -0.418
9. N 0.221
10. N 0.216
11. C -0.704
12. O 0.024
13. O -0.080
14. H 0.104
15. H 0.102
16. H 0.129
17. H 0.133
18. H 0.128
19. H 0.129
20. H 0.132
21. H 0.144
22. H 0.120
23. H 0.108
24. H 0.107
25. H 0.137
26. H 0.088
27. H 0.136
28. C -0.042
29. C -0.268
30. C -0.010
31. C -0.176
32. C -0.046
33. C -0.123
34. C -0.165
35. O -0.348
36. C -0.211
37. C -0.052
38. C -0.005
39. H 0.082
40. H 0.083
41. H 0.093
42. H 0.116
43. H 0.079
44. H 0.079
45. H 0.035
46. H 0.098
47. H 0.071
48. H 0.103
49. H 0.082
50. H 0.121
51. C -0.035
52. C -0.692
53. O -0.009
54. N -0.369
55. Te 1.922
56. C -0.333
57. C -0.247
58. C -0.036
59. C 0.011
60. C -0.248
61. C -0.023
62. C 0.016
63. C -0.333
64. C -0.101
65. C -0.382
66. C -0.357
67. C -0.060
68. C 0.003
69. C -0.216
70. C -0.008
71. C 0.008
72. C -0.291
73. C -0.072
74. H 0.104
75. H 0.095
76. H 0.051
77. H 0.026
78. H 0.073
79. H 0.105
80. H 0.122
81. H 0.106
82. H 0.077
83. H 0.089
84. H 0.132
85. H 0.105
86. H 0.059
87. H 0.085
88. H 0.054
89. H 0.089
90. H 0.114
91. H 0.127
92. H 0.099
93. H 0.089
94. H 0.089
95. H 0.132
96. H 0.101
97. H 0.059
98. H 0.075

Entry 2:
The following is a quantum chemistry calculation of a 9-piece molecular cluster, C36H51N7O6 overall at a distorted geometry, from OMol25.

The structure (SMILES) is CCOC(=O)OC.CCOC(=O)OC.c1cc[nH]c1.c1cc[nH]c1.c1cc[nH]c1.c1cc[nH]c1.c1cc[nH]c1.c1cc[nH]c1.c1cc[nH]c1. As for the gap between HOMO and LUMO: 0.306 Eh. As for the spin multiplicity: 1. The value obtained for the energy is -60872.93013 eV. For the LUMO energy, the calculation gives 0.5911 eV.

Structure (XYZ):
```
100
C36H51N7O6 (ωB97M-V/def2-TZVPD)
C -23.25 -21.83 12.99
C -22.89 -20.77 11.98
O -21.48 -20.71 11.87
C -20.98 -19.71 11.15
O -21.61 -18.81 10.67
O -19.68 -19.88 11.06
C -19.01 -18.89 10.28
H -23.07 -21.47 14.00
H -22.76 -22.80 12.86
H -24.33 -22.04 13.00
H -23.30 -19.81 12.29
H -23.42 -20.95 11.04
H -19.15 -17.89 10.67
H -19.42 -19.01 9.28
H -17.93 -19.02 10.23
C -26.11 -20.80 17.18
C -25.46 -19.78 16.29
O -25.55 -20.23 14.91
C -26.69 -20.00 14.29
O -27.62 -19.34 14.70
O -26.68 -20.66 13.15
C -27.73 -20.46 12.19
H -25.76 -20.75 18.21
H -25.85 -21.82 16.92
H -27.19 -20.67 17.09
H -24.38 -19.74 16.42
H -25.92 -18.80 16.37
H -28.50 -21.20 12.37
H -27.22 -20.65 11.25
H -28.12 -19.45 12.21
C -19.54 -13.83 13.55
C -20.55 -14.77 13.28
C -20.18 -15.40 12.12
N -19.06 -14.79 11.64
C -18.58 -13.89 12.57
H -19.51 -13.18 14.41
H -21.43 -15.04 13.84
H -20.66 -16.22 11.60
H -18.49 -15.18 10.91
H -17.62 -13.42 12.50
C -25.25 -17.60 8.60
C -25.03 -17.51 10.00
C -26.22 -17.03 10.54
N -27.12 -16.91 9.54
C -26.51 -17.13 8.31
H -24.56 -18.03 7.90
H -24.14 -17.89 10.48
H -26.45 -16.86 11.58
H -28.07 -16.61 9.65
H -27.10 -16.99 7.42
C -24.44 -14.94 17.85
C -24.33 -14.05 18.91
C -25.49 -14.18 19.66
N -26.25 -15.15 19.07
C -25.65 -15.61 17.93
H -23.69 -15.09 17.09
H -23.44 -13.49 19.16
H -25.85 -13.59 20.49
H -27.14 -15.42 19.45
H -26.11 -16.35 17.31
C -18.12 -17.72 14.37
C -17.67 -17.74 13.06
C -16.79 -18.77 12.91
N -16.67 -19.38 14.13
C -17.44 -18.69 15.06
H -18.91 -17.08 14.74
H -18.00 -17.13 12.23
H -16.29 -19.16 12.04
H -16.25 -20.27 14.34
H -17.54 -19.00 16.09
C -26.79 -15.60 14.17
C -26.34 -14.24 14.06
C -27.34 -13.46 14.55
N -28.40 -14.25 14.91
C -28.04 -15.56 14.72
H -26.28 -16.52 13.93
H -25.41 -13.86 13.67
H -27.40 -12.39 14.67
H -29.26 -13.82 15.22
H -28.75 -16.34 14.93
C -22.56 -17.85 13.82
C -23.27 -17.41 14.96
C -22.50 -17.62 16.07
N -21.33 -18.20 15.66
C -21.35 -18.33 14.31
H -22.92 -17.77 12.81
H -24.25 -16.95 14.97
H -22.67 -17.35 17.10
H -20.56 -18.49 16.23
H -20.48 -18.64 13.75
C -20.59 -18.14 19.21
C -21.03 -19.49 18.96
C -19.91 -20.27 18.91
N -18.83 -19.51 19.19
C -19.22 -18.22 19.43
H -21.27 -17.31 19.27
H -22.07 -19.77 18.88
H -19.74 -21.32 18.71
H -17.88 -19.83 19.23
H -18.44 -17.51 19.68
```

Löwdin atomic charge list, values in e, 99 entries:
1. C -0.059
2. C -0.230
3. O 0.052
4. C -0.638
5. O 0.116
6. O 0.023
7. C -0.044
8. H 0.075
9. H 0.079
10. H 0.069
11. H 0.093
12. H 0.132
13. H 0.062
14. H 0.104
15. H 0.085
16. C -0.060
17. C -0.195
18. O 0.022
19. C -0.628
20. O 0.110
21. O -0.010
22. C -0.020
23. H 0.079
24. H 0.085
25. H 0.079
26. H 0.110
27. H 0.110
28. H 0.095
29. H 0.095
30. H 0.090
31. C -0.122
32. C -0.102
33. C -0.149
34. N -0.002
35. C -0.126
36. H 0.091
37. H 0.088
38. H 0.101
39. H 0.133
40. H 0.101
41. C -0.119
42. C -0.088
43. C -0.143
44. N -0.004
45. C -0.127
46. H 0.089
47. H 0.070
48. H 0.088
49. H 0.142
50. H 0.099
51. C -0.130
52. C -0.113
53. C -0.138
54. N 0.000
55. C -0.117
56. H 0.083
57. H 0.090
58. H 0.100
59. H 0.139
60. H 0.093
61. C -0.121
62. C -0.122
63. C -0.131
64. N 0.015
65. C -0.115
66. H 0.090
67. H 0.063
68. H 0.105
69. H 0.139
70. H 0.094
71. C -0.125
72. C -0.096
73. C -0.149
74. N 0.012
75. C -0.148
76. H 0.070
77. H 0.093
78. H 0.106
79. H 0.137
80. H 0.107
81. C -0.091
82. C -0.116
83. C -0.147
84. N 0.047
85. C -0.131
86. H 0.083
87. H 0.079
88. H 0.092
89. H 0.128
90. H 0.102
91. C -0.102
92. C -0.113
93. C -0.159
94. N -0.007
95. C -0.130
96. H 0.086
97. H 0.088
98. H 0.108
99. H 0.142

Entry 3:
The following is a quantum chemistry calculation of C36H51O2Sn as an isolated structure at a distorted geometry, from OMol25.

As for the gap between HOMO and LUMO: 0.117 Eh. As for the spin multiplicity: 1. Its charge is -1. The value obtained for the energy is -48082.22812 eV. For the LUMO energy, the calculation gives 2.4967 eV.

Structure (XYZ):
```
90
C36H51O2Sn (ωB97M-V/def2-TZVPD)
C 0.12 2.47 7.06
C -0.48 1.45 6.09
C 0.56 0.47 5.54
C -0.02 -0.53 4.52
Sn 0.90 -0.57 2.55
C 2.98 -1.09 2.90
C 3.75 -0.23 3.92
C 5.21 -0.66 4.15
C 6.10 -0.64 2.91
C -0.04 -2.27 1.56
C -1.10 -3.00 2.39
C -1.73 -4.18 1.64
C -2.82 -4.88 2.44
C 0.59 1.38 1.44
C 1.37 1.34 0.22
C 2.81 1.64 0.13
C 0.71 0.80 -1.00
H -0.66 3.17 7.40
H 0.55 1.98 7.94
H 0.91 3.07 6.58
H -1.26 0.89 6.60
H -0.96 1.98 5.26
H 1.40 1.02 5.10
H 0.98 -0.10 6.38
H 0.11 -1.57 4.86
H -1.09 -0.37 4.33
H 2.91 -2.13 3.25
H 3.45 -1.08 1.91
H 3.73 0.83 3.62
H 3.23 -0.29 4.89
H 5.64 0.00 4.91
H 5.21 -1.67 4.57
H 7.14 -0.85 3.21
H 5.81 -1.40 2.18
H 6.10 0.34 2.42
H -0.46 -1.90 0.61
H 0.79 -2.95 1.32
H -0.66 -3.36 3.33
H -1.90 -2.29 2.68
H -2.14 -3.82 0.69
H -0.94 -4.90 1.40
H -3.26 -5.69 1.84
H -2.43 -5.32 3.36
H -3.63 -4.19 2.71
H -0.51 1.29 1.29
H 0.83 2.14 2.19
H 3.22 2.07 1.06
H 3.37 0.70 -0.06
H 3.06 2.30 -0.72
H 1.23 -0.16 -1.21
H -0.33 0.52 -0.76
C -2.75 7.17 -1.94
O -1.54 6.77 -2.61
C -1.12 5.48 -2.57
C 0.19 5.24 -3.02
C 0.76 3.99 -2.86
C 0.03 2.92 -2.32
C 0.71 1.56 -2.30
C 0.08 0.58 -3.29
C 0.93 -0.27 -4.00
C 0.46 -1.48 -4.49
C -0.88 -1.84 -4.27
O -1.19 -3.18 -4.49
C -2.24 -3.53 -5.34
C -1.89 -4.31 -6.45
C -2.80 -4.42 -7.49
C -4.08 -3.86 -7.37
C -4.46 -3.23 -6.19
C -3.55 -3.09 -5.13
C -1.78 -0.93 -3.73
C -1.29 0.30 -3.27
C -1.26 3.16 -1.86
C -1.88 4.40 -2.08
H -2.67 8.26 -1.89
H -3.63 6.87 -2.52
H -2.82 6.75 -0.93
H 0.74 6.05 -3.48
H 1.80 3.83 -3.16
H 1.76 1.70 -2.59
H 1.98 -0.01 -4.09
H 1.12 -2.18 -4.99
H -0.89 -4.75 -6.49
H -2.51 -4.97 -8.39
H -4.78 -3.92 -8.20
H -5.46 -2.83 -6.06
H -3.84 -2.66 -4.18
H -2.83 -1.18 -3.60
H -2.00 0.99 -2.81
H -1.81 2.38 -1.32
H -2.94 4.53 -1.86
```

Formally, the Löwdin partial charges of the atoms, in units of the elementary charge, are as follows:
1. C -0.131
2. C -0.291
3. C -0.328
4. C -0.341
5. Sn 1.247
6. C -0.322
7. C -0.315
8. C -0.286
9. C -0.129
10. C -0.314
11. C -0.334
12. C -0.294
13. C -0.133
14. C -0.297
15. C -0.507
16. C -0.149
17. C -0.216
18. H 0.059
19. H 0.066
20. H 0.069
21. H 0.104
22. H 0.107
23. H 0.078
24. H 0.103
25. H 0.026
26. H 0.036
27. H 0.042
28. H 0.031
29. H 0.101
30. H 0.084
31. H 0.094
32. H 0.099
33. H 0.058
34. H 0.063
35. H 0.072
36. H 0.039
37. H 0.040
38. H 0.099
39. H 0.101
40. H 0.105
41. H 0.105
42. H 0.059
43. H 0.066
44. H 0.067
45. H 0.041
46. H 0.034
47. H 0.064
48. H 0.044
49. H 0.052
50. H 0.114
51. H 0.106
52. C -0.076
53. O -0.109
54. C -0.292
55. C -0.014
56. C -0.029
57. C -0.170
58. C -0.241
59. C -0.187
60. C -0.037
61. C -0.007
62. C -0.249
63. O -0.007
64. C -0.236
65. C -0.008
66. C -0.095
67. C -0.110
68. C -0.085
69. C -0.021
70. C 0.004
71. C -0.018
72. C -0.035
73. C -0.018
74. H 0.084
75. H 0.087
76. H 0.092
77. H 0.107
78. H 0.114
79. H 0.124
80. H 0.114
81. H 0.113
82. H 0.120
83. H 0.101
84. H 0.095
85. H 0.102
86. H 0.106
87. H 0.086
88. H 0.098
89. H 0.113
90. H 0.099